Computed, not measured: an isolated molecule of C25H30N4O4, with the ωB97M-V functional and the def2-TZVPD basis.

energy relative to the best compared isomer or geometry (same formula, charge and spin): 1.526 eV
gap between HOMO and LUMO: 8.333 eV
SMILES string: COc1cccc(CN2CCNC(=O)[C@@H]2CC(=O)NCCn2ccc3ccccc32)c1OC

XYZ file:
```
63
Properties=species:S:1:pos:R:3:forces:R:3
C 3.580 2.172 2.881 0.0849 0.2438 0.0437
H 3.524 2.758 1.959 0.0101 -0.0197 0.0170
O 3.087 0.869 2.685 -0.0474 -0.4455 -0.2513
C 3.572 0.142 1.633 0.0163 0.0138 0.0555
C 4.766 0.455 0.996 -0.1190 0.0831 0.1509
C 5.276 -0.346 -0.010 0.0301 -0.0590 -0.1269
C 4.584 -1.472 -0.402 -0.0186 0.0599 0.0744
C 3.365 -1.787 0.183 -0.0629 0.0231 0.2866
C 2.842 -0.985 1.205 0.2205 -0.0917 -0.1374
O 1.648 -1.405 1.717 0.3666 -0.0664 -0.1832
C 0.850 -0.545 2.503 -0.4374 0.2489 0.3412
H -0.106 -1.063 2.600 0.0374 0.0418 0.0038
H 0.709 0.419 2.012 -0.0189 -0.0587 0.0483
H 1.278 -0.391 3.495 -0.0828 -0.0427 -0.1016
C 2.574 -2.976 -0.317 -0.0996 0.0231 0.1783
N 1.878 -2.796 -1.580 0.0552 -0.2498 -0.1140
C 2.632 -2.879 -2.806 -0.2366 -0.1570 -0.2840
H 3.036 -1.909 -3.133 0.0681 -0.0359 0.0115
H 3.464 -3.573 -2.678 -0.0021 0.0459 -0.0214
C 1.680 -3.433 -3.868 0.4825 -0.1818 0.1440
N 0.433 -2.703 -3.842 -0.0585 -0.1672 -0.4688
C -0.056 -1.996 -2.814 0.0557 -0.0692 0.2187
O -1.166 -1.485 -2.871 -0.3560 0.1325 0.0296
C 0.874 -1.765 -1.631 -0.1513 0.1452 -0.0064
C 1.399 -0.298 -1.769 0.1123 0.0354 0.1912
C 0.625 0.679 -0.898 0.0781 -0.1862 -0.4506
O 1.169 1.405 -0.086 0.2488 0.2376 0.3235
N -0.701 0.675 -1.125 -0.4967 -0.0514 -0.0132
C -1.630 1.450 -0.347 -0.0744 0.0582 0.2452
H -2.277 2.033 -1.010 0.0392 0.0114 0.1063
H -1.050 2.136 0.277 -0.1501 -0.0413 -0.0852
C -2.499 0.538 0.540 0.4122 0.0922 -0.4156
N -3.435 1.295 1.316 -0.0439 -0.0496 0.0427
C -3.208 1.785 2.573 -0.0349 0.1271 0.3284
C -4.263 2.535 2.991 0.1942 -0.0035 0.1427
C -5.212 2.535 1.931 0.1008 -0.1875 -0.3458
C -6.470 3.113 1.757 0.0081 -0.0334 -0.0543
C -7.131 2.905 0.568 -0.1856 0.1293 0.0749
C -6.567 2.133 -0.451 0.0497 -0.0810 -0.1246
C -5.327 1.549 -0.308 0.0332 -0.0835 -0.1433
C -4.652 1.753 0.890 -0.4756 0.2854 0.1805
H -4.899 0.955 -1.103 0.0340 -0.0571 -0.0955
H -7.116 1.994 -1.371 -0.0207 -0.0236 -0.0716
H -8.106 3.344 0.412 -0.0676 0.0382 0.0017
H -6.909 3.709 2.543 -0.0582 0.0591 0.0581
H -4.363 3.030 3.936 0.0495 0.0630 0.2026
H -2.295 1.545 3.086 0.1634 -0.0549 0.0635
H -3.041 -0.170 -0.095 0.0510 -0.0307 0.1309
H -1.852 -0.028 1.216 -0.0894 -0.0071 -0.0846
H -1.088 -0.002 -1.783 0.1790 -0.0032 -0.0076
H 2.445 -0.252 -1.466 -0.1264 0.0819 -0.0624
H 1.322 0.033 -2.808 0.0476 0.0370 0.0161
H 0.284 -1.839 -0.711 -0.0496 -0.0034 -0.1630
H -0.206 -2.851 -4.613 -0.0255 0.1348 0.1798
H 1.487 -4.493 -3.661 0.1070 0.0965 -0.0212
H 2.119 -3.346 -4.866 -0.0209 -0.0025 0.0783
H 3.244 -3.831 -0.446 -0.0412 0.0330 0.0552
H 1.821 -3.238 0.428 0.1430 -0.0936 -0.0669
H 4.981 -2.113 -1.177 0.0490 -0.0905 -0.0914
H 6.215 -0.088 -0.476 0.0858 0.0271 -0.0263
H 5.321 1.327 1.300 0.0136 0.0937 0.0738
H 2.931 2.619 3.633 0.0805 0.0237 -0.0443
H 4.609 2.166 3.256 -0.0558 0.0031 -0.0365
```
Forces are in eV/Å.